1.
A cluster of 2 separate species, C6H14N2O2 in total at a distorted geometry, computed with ωB97M-V/def2-TZVPD.

**Relative energy (zero: lowest compared OMol25 entry of this formula, charge and spin)**: 68.8 kcal per mole
**Molecular weight**: 146.2 g mol⁻¹
**Total energy**: -13522.6406 eV
**Structure (SMILES)**: CNC(C)=O.CNC(C)=O

Last column: Löwdin charge in e.
Geometry (Å):
C1 1.3508 -0.3450 -2.6539  0.00
C2 -2.4227 -0.1407 -2.1165  -0.11
C3 -0.1399 -0.3436 -2.9767  -0.50
O1 -0.5204 0.2946 -3.9118  0.06
N1 -1.0894 -0.6373 -1.9635  -0.02
H1 1.4433 0.0817 -1.6991  0.04
H2 -0.7489 -1.2345 -1.1946  0.13
H3 -2.6863 0.2550 -3.0512  0.06
H4 1.7234 -1.3623 -2.5370  0.08
H5 2.0553 0.2195 -3.2071  0.07
H6 -3.2265 -0.8576 -1.7955  0.10
H7 -2.5008 0.7912 -1.5195  0.09
C4 -0.8110 -1.0874 2.7041  -0.09
C5 1.8757 1.5914 2.0056  -0.04
C6 1.1541 0.6148 2.7659  -0.53
O2 1.1774 0.3140 3.9777  0.01
N2 0.2527 -0.2545 2.0123  -0.05
H8 0.1069 0.0738 1.0665  0.08
H9 -0.2460 -1.9791 2.9831  0.06
H10 2.4036 2.3818 2.7819  0.16
H11 -1.1010 -0.6231 3.7397  0.10
H12 -1.7701 -0.9666 1.9745  0.12
H13 2.5845 1.1432 1.2369  0.11
H14 1.1353 2.0706 1.3783  0.07



2.
A cluster of 2 separate species, C3H6O3 in total at a distorted geometry, computed with ωB97M-V/def2-TZVPD.

**Relative energy (zero: lowest compared OMol25 entry of this formula, charge and spin)**: 78.7 kcal per mole
**2S+1**: 3
**Molecular weight**: 90.1 g mol⁻¹
**Total energy**: -9342.2330 eV
**<S²>**: 2.006

Last column: Löwdin spin population.
Geometry (Å):
C1 0.8091 -0.1342 1.1624  0.17
C2 -0.6276 0.0121 0.9664  1.00
C3 -0.3339 -0.5179 -1.8159  0.09
O1 0.3114 1.2167 0.7921  0.34
O2 0.4451 0.4257 -1.7905  0.06
O3 -1.3568 -0.5853 -2.6873  0.03
H1 1.3911 -0.0437 2.0660  0.04
H2 1.2973 -0.6352 0.3015  0.04
H3 -1.4287 0.2986 1.7645  0.11
H4 -0.4799 -1.4897 -1.3133  0.03
H5 0.4755 1.3936 -0.1899  0.07
H6 -1.5669 0.2276 -3.1889  0.00



3.
A structure of composition C16H18Br2Cl2I2N2S2V, computed with ωB97M-V/def2-TZVPD.

**Relative energy (zero: lowest compared OMol25 entry of this formula, charge and spin)**: 25.2 kcal per mole
**2S+1**: 4
**Molecular weight**: 837.9 g mol⁻¹
**Total charge**: -2
**Total energy**: -248553.3333 eV
**<S²>**: 4.051

Last column: Löwdin spin population.
Geometry (Å):
V1 -0.4023 -0.0328 -0.2583  1.54
I1 -2.4618 0.4222 -2.2369  0.11
C1 -2.3135 -1.0874 -3.7721  0.47
I2 -1.3237 -3.5793 -3.8545  0.37
H1 -1.7681 -0.6577 -4.6042  0.02
H2 -3.3342 -1.3716 -3.9965  0.01
Br1 2.6246 -2.2952 0.4604  0.03
C2 2.6239 -0.7175 3.3209  0.73
Br2 1.2670 0.4603 2.8847  0.13
H3 3.6244 -0.4416 3.0507  0.03
H4 2.3768 -1.5324 3.9749  0.04
S1 -2.0726 0.6681 1.3128  0.00
C3 -2.1824 2.4051 1.2027  0.00
C4 -3.2610 3.0787 1.7778  0.00
C5 -3.3707 4.4599 1.7148  0.00
C6 -4.5059 5.1047 2.3191  0.00
N1 -5.4202 5.6041 2.8082  0.00
C7 -2.3768 5.2050 1.0623  0.00
C8 -1.2986 4.5437 0.4918  0.00
C9 -1.1815 3.1556 0.5468  0.00
S2 0.1907 2.3612 -0.1745  0.00
C10 -2.4540 6.6389 0.9756  0.00
N2 -2.4970 7.7864 0.8974  0.00
H5 -4.0317 2.5093 2.2799  0.00
H6 -0.5291 5.1154 -0.0101  0.00
Cl1 3.8043 0.7887 -3.0151  0.00
C11 2.7503 0.4248 -1.6429  0.01
Cl2 1.1205 -0.0609 -2.2319  0.01
H7 2.6170 1.3270 -1.0557  0.00
H8 3.1193 -0.4242 -1.0655  0.00
C12 -1.0862 -2.6976 2.5066  -0.01
C13 -1.3970 -2.8533 1.0159  -0.05
C14 -2.9135 -2.8896 0.7838  -0.02
C15 -0.7637 -4.1434 0.4784  -0.01
C16 -0.8425 -1.6811 0.2817  -0.40
H9 -1.5328 -3.5252 3.0671  0.00
H10 -1.4776 -1.7571 2.8979  0.00
H11 -0.0052 -2.7067 2.6587  0.00
H12 -3.3338 -3.7567 1.3033  0.00
H13 -3.1370 -2.9834 -0.2809  0.00
H14 -3.3968 -1.9850 1.1565  0.00
H15 -1.1522 -4.9992 1.0397  0.00
H16 0.3213 -4.1035 0.5800  0.00
H17 -0.9999 -4.2809 -0.5789  0.00
H18 -0.6210 -1.8876 -0.8227  -0.02